Entry 1:
C39H95N9O5 | ωB97M-V/def2-TZVPD

Output
E_tot = -65628.5986 eV
Energy above the lowest of the compared OMol25 structures with the same formula, charge and spin = 4.712 eV
Orbital gap = 0.30192 hartree

Atoms and positions in Å:
C  -12.3455  9.3295  11.6063
C  -11.7161  10.1526  12.7387
N  -11.6387  9.2501  13.9535
C  -10.5277  8.2642  13.7600
C  -10.8430  6.9892  14.5594
C  -11.4260  9.9192  15.2365
C  -12.7142  10.7405  15.6179
H  -13.2381  8.7272  11.7756
H  -11.6204  8.5862  11.2749
H  -12.4637  10.0648  10.8103
H  -10.7904  10.5857  12.3599
H  -12.3329  11.0411  12.8740
H  -10.2700  8.0581  12.7211
H  -9.6542  8.7313  14.2148
H  -11.2728  6.2269  13.9095
H  -9.9311  6.7637  15.1123
H  -11.5642  7.2188  15.3438
H  -10.6018  10.6319  15.2658
H  -11.3312  9.1765  16.0286
H  -13.5796  10.0780  15.6330
H  -12.9618  11.4799  14.8563
H  -12.6352  11.1183  16.6373
C  -6.9420  11.4407  7.5783
C  -5.6052  10.8958  7.6765
N  -5.2243  10.0595  6.5530
C  -4.2800  8.9815  6.9156
C  -2.8327  9.5237  7.0297
C  -5.0362  10.7957  5.2660
C  -5.2233  9.8207  4.0143
H  -6.9648  12.3237  6.9395
H  -7.3321  11.8293  8.5190
H  -7.7533  10.7519  7.3428
H  -4.9298  11.7440  7.7884
H  -5.5895  10.3300  8.6080
H  -4.5923  8.4732  7.8279
H  -4.2281  8.1961  6.1616
H  -2.9149  10.4433  7.6090
H  -2.1281  8.7887  7.4188
H  -2.6691  9.8427  6.0004
H  -4.1033  11.3570  5.2135
H  -5.8033  11.5464  5.0760
H  -6.2213  9.4031  3.8811
H  -4.5996  8.9377  4.1540
H  -4.7730  10.1543  3.0793
C  -8.9244  6.7112  6.3991
C  -9.8456  7.3020  7.5778
N  -10.9989  8.0506  6.9613
C  -12.2570  8.0210  7.7799
C  -12.7676  6.6367  8.2132
C  -10.6194  9.4249  6.6859
C  -11.5314  9.9681  5.5318
H  -8.2257  7.4342  5.9782
H  -9.5742  6.3140  5.6193
H  -8.4835  5.7557  6.6833
H  -10.0066  6.5179  8.3176
H  -9.1584  7.9092  8.1669
H  -12.1382  8.6819  8.6385
H  -13.0514  8.4259  7.1530
H  -12.2332  6.2729  9.0908
H  -13.8424  6.7494  8.3556
H  -12.7075  5.9060  7.4067
H  -9.6384  9.6129  6.2495
H  -10.5595  9.9773  7.6236
H  -10.8520  10.6838  5.0690
H  -12.4263  10.4203  5.9594
H  -11.7403  9.1957  4.7915
C  -10.9140  1.8655  13.1446
C  -10.8881  3.1428  12.3083
N  -10.5287  2.8840  10.8974
C  -9.2047  2.3281  10.8008
C  -8.0176  3.3526  10.8639
C  -10.9479  3.9518  9.9770
C  -10.5633  3.4341  8.6136
H  -9.9064  1.8114  13.5567
H  -11.2657  0.9237  12.7233
H  -11.4696  2.0415  14.0657
H  -11.8908  3.5592  12.4050
H  -10.2405  3.8914  12.7647
H  -9.1121  1.6842  9.9262
H  -8.9990  1.6834  11.6553
H  -7.1736  3.0659  10.2365
H  -7.6819  3.5141  11.8882
H  -8.4211  4.2895  10.4799
H  -12.0257  4.1123  10.0020
H  -10.4366  4.8977  10.1559
H  -10.9682  4.0914  7.8441
H  -9.4763  3.4960  8.5632
H  -10.9121  2.4044  8.5338
C  -13.0261  3.8339  4.4981
N  -13.1326  4.3914  3.1768
C  -13.2098  5.6682  2.8518
C  -12.8836  6.7007  3.8131
O  -13.5533  6.0361  1.7657
H  -13.1892  2.7566  4.4691
H  -13.7947  4.2377  5.1572
H  -12.0838  4.1871  4.9170
H  -13.5162  3.8765  2.3972
H  -13.7790  6.9100  4.3984
H  -12.6159  7.6189  3.2902
H  -12.0275  6.3246  4.3731
C  -16.1447  5.5380  10.4661
N  -17.5422  5.4278  10.8732
C  -17.8559  5.0206  12.1023
C  -19.3598  5.0423  12.4199
O  -17.0220  4.4424  12.8162
H  -15.5882  6.1211  11.1999
H  -16.0991  6.1860  9.5908
H  -15.6707  4.5943  10.1963
H  -18.1943  5.1054  10.1726
H  -19.8454  4.1666  11.9893
H  -19.9057  5.8840  11.9938
H  -19.4041  5.1174  13.5064
C  -19.3124  3.6518  5.1600
N  -18.2848  4.3692  5.8772
C  -16.9500  4.1771  5.7600
C  -16.0535  5.1241  6.4544
O  -16.3935  3.3383  5.0531
H  -18.7705  2.7662  4.8279
H  -19.6242  4.2114  4.2780
H  -20.2109  3.4932  5.7562
H  -18.5336  4.9542  6.6621
H  -15.1843  4.6338  6.8927
H  -16.5643  5.6955  7.2295
H  -15.6971  5.8945  5.7706
C  -16.7666  8.0745  2.0419
N  -15.6278  9.0242  2.5019
C  -15.7424  10.3303  2.7361
C  -14.5050  10.9722  3.0816
O  -16.8015  10.9574  2.7234
H  -16.5883  7.0782  2.4466
H  -16.9878  8.1556  0.9777
H  -17.7136  8.4580  2.4217
H  -14.7716  8.5618  2.7722
H  -14.8024  11.6966  3.8398
H  -14.0930  11.3994  2.1673
H  -13.7565  10.3328  3.5496
C  -10.7272  6.2738  -0.0607
N  -10.0597  6.7253  1.1894
C  -9.9627  7.9667  1.5261
C  -9.2539  8.2127  2.9023
O  -10.1845  8.8739  0.7611
H  -10.7936  7.1386  -0.7208
H  -11.7279  6.0090  0.2808
H  -10.3750  5.3972  -0.6044
H  -9.6589  6.1015  1.8752
H  -9.0180  9.2758  2.9477
H  -8.3246  7.6519  3.0027
H  -9.9195  7.8276  3.6749

***

Entry 2:
C39H96N4O11 | ωB97M-V/def2-TZVPD

Output
E_tot = -70477.1269 eV
Energy above the lowest of the compared OMol25 structures with the same formula, charge and spin = 2.181 eV
Orbital gap = 0.30756 hartree

Atoms and positions in Å:
C  -2.5115  0.7014  -0.0358
C  -1.5777  -0.4700  -0.4631
C  -2.3220  -1.7880  -0.1643
C  -1.4533  -0.3249  -1.9884
C  -0.3137  -1.1663  -2.5697
C  1.0144  -0.8777  -1.8552
C  0.9011  -0.9871  -0.3323
C  0.9100  -2.4726  0.1163
C  2.1653  -0.3353  0.2184
N  -0.2745  -0.2773  0.1713
O  -0.4120  -0.1535  1.5712
H  -2.1128  1.6903  -0.2644
H  -3.4799  0.5898  -0.5199
H  -2.6148  0.6182  1.0471
H  -2.0166  -2.6233  -0.7970
H  -2.0892  -2.1168  0.8550
H  -3.4066  -1.6889  -0.1716
H  -2.4093  -0.6192  -2.4238
H  -1.2621  0.7065  -2.2977
H  -0.4717  -2.2438  -2.4804
H  -0.2204  -0.8978  -3.6232
H  1.2875  0.1444  -2.1423
H  1.7919  -1.5485  -2.2175
H  1.8913  -2.9470  0.0737
H  0.1538  -3.0801  -0.3802
H  0.6784  -2.4549  1.1819
H  2.1416  0.7450  0.0520
H  3.0776  -0.6974  -0.2540
H  2.2364  -0.4984  1.2971
H  -0.4842  0.8036  1.6873
C  2.3876  -5.1549  -4.1753
C  2.3818  -6.0931  -2.9417
C  3.2557  -7.3111  -3.3506
C  3.1180  -5.3906  -1.8021
C  2.9324  -6.0404  -0.4357
C  1.4704  -6.3483  -0.2086
C  0.6864  -7.1225  -1.2825
C  1.0899  -8.5878  -1.2664
C  -0.8048  -7.0242  -0.9652
N  1.0098  -6.4502  -2.5587
O  0.3288  -7.0531  -3.6420
H  1.6010  -4.4036  -4.1318
H  3.3492  -4.6462  -4.2331
H  2.2971  -5.8223  -5.0312
H  2.7626  -8.0993  -3.9324
H  4.0819  -6.9994  -3.9918
H  3.6877  -7.8560  -2.5097
H  4.1885  -5.3061  -2.0156
H  2.8202  -4.3361  -1.7583
H  3.4940  -6.9780  -0.3821
H  3.3079  -5.4024  0.3648
H  0.8556  -5.5111  0.1273
H  1.5903  -6.9857  0.6792
H  0.5221  -9.2557  -1.9119
H  1.1313  -8.9511  -0.2314
H  2.1506  -8.8106  -1.4409
H  -1.3894  -7.8382  -1.3929
H  -1.2853  -6.1187  -1.3457
H  -0.9496  -6.9759  0.1154
H  0.7750  -7.9060  -3.7928
C  2.7043  6.6642  -3.0244
C  1.8127  5.4346  -3.0887
C  0.4803  5.7280  -2.4127
C  1.5406  5.0942  -4.5614
C  2.7171  4.4366  -5.2926
C  3.2363  3.1793  -4.5919
C  3.3881  3.3985  -3.1097
C  3.4216  2.0314  -2.3984
C  4.7875  4.0561  -2.8810
N  2.3594  4.2040  -2.4620
O  2.4909  4.2708  -1.0840
H  3.2461  6.8522  -3.9531
H  2.1671  7.5915  -2.8139
H  3.4577  6.5899  -2.2373
H  -0.0780  6.5303  -2.8960
H  -0.2209  4.8869  -2.3624
H  0.6268  5.9321  -1.3482
H  0.6082  4.5449  -4.6957
H  1.3291  6.0142  -5.1146
H  2.3952  4.1230  -6.2896
H  3.5113  5.1642  -5.4647
H  4.2086  2.9751  -5.0365
H  2.5655  2.3469  -4.8212
H  2.5199  1.4294  -2.5276
H  3.5070  2.1702  -1.3176
H  4.3147  1.4438  -2.6212
H  5.6157  3.5226  -3.3524
H  5.0468  4.2417  -1.8384
H  4.7964  5.0409  -3.3573
H  1.6376  3.9757  -0.7307
C  -3.5769  5.2373  5.8124
C  -2.2416  4.4736  5.6995
C  -1.1533  5.4359  5.1706
C  -1.7358  4.0235  7.0820
C  -2.1683  2.6444  7.5656
C  -2.0615  1.5243  6.4653
C  -2.7810  2.0187  5.2029
C  -2.5174  0.9282  4.1635
C  -4.3142  2.0201  5.4162
N  -2.2826  3.3157  4.8192
O  -2.6089  3.6625  3.4921
H  -4.3057  4.9826  5.0370
H  -4.0645  5.1255  6.7793
H  -3.4306  6.2898  5.5542
H  -0.2553  4.8419  4.9761
H  -1.3798  5.8643  4.1931
H  -0.9360  6.1978  5.9162
H  -0.6438  4.0836  7.0957
H  -2.0189  4.7705  7.8290
H  -1.6414  2.3613  8.4776
H  -3.2258  2.6236  7.8478
H  -2.5011  0.6590  6.9541
H  -0.9837  1.4434  6.3158
H  -2.8630  1.2158  3.1683
H  -2.8939  -0.0501  4.4583
H  -1.4497  0.7129  4.0226
H  -4.5736  2.6558  6.2658
H  -4.7211  1.0146  5.4613
H  -4.7474  2.5812  4.5830
H  -1.7656  3.5919  3.0267
C  -0.7752  -2.3474  4.1811
O  0.4181  -2.2232  3.4218
H  -0.7003  -3.2786  4.7338
H  -0.8071  -1.5236  4.9033
H  -1.6095  -2.2147  3.4887
H  0.3381  -1.4837  2.8062
C  -4.6882  -4.6441  -0.7314
O  -6.0516  -5.0638  -0.8246
H  -4.5120  -3.8762  -1.4749
H  -4.4678  -4.3417  0.2919
H  -4.0757  -5.5328  -0.8969
H  -6.1747  -6.0114  -0.8552
C  -2.1220  4.9616  0.3841
O  -0.8686  4.7621  1.0661
H  -2.8629  4.2642  0.7711
H  -2.3656  6.0180  0.3778
H  -1.9170  4.6751  -0.6531
H  -0.3849  4.0527  0.6211
O  0.0706  2.3837  -3.5142
H  -0.7138  2.6500  -4.0087
H  0.7805  2.9834  -3.8076
O  0.2539  2.3171  2.5962
H  0.8270  2.7910  3.2082
H  -0.1737  3.0042  2.0653
O  -0.1003  2.5652  -0.6960
H  0.0573  1.6756  -0.3291
H  -0.0324  2.4493  -1.6668
O  -1.3312  -4.6766  -3.8219
H  -1.3804  -4.0856  -3.0641
H  -0.6451  -5.3243  -3.5847